A molecular structure, C26H23F4N5O2Pt, computed with ωB97M-V/def2-TZVPD.

Each line ends with the natural charge from an NBO analysis.
Atoms and positions in Å:
Pt (1.28484, -0.53201, 1.18290)  0.842
C (1.13142, -0.14152, 4.09874)  -0.418
N (1.48601, 0.65381, 2.90443)  -0.406
C (0.67423, 1.88481, 2.87946)  -0.410
C (2.92637, 1.05703, 2.99867)  -0.223
C (3.79719, -0.07846, 2.51621)  -0.234
N (3.27448, -0.38962, 1.20481)  -0.678
C (4.07308, -1.01459, 0.27278)  0.073
C (3.95197, -0.69163, -1.08755)  0.310
F (3.09392, 0.26442, -1.46459)  -0.304
C (4.73045, -1.29762, -2.04852)  0.339
F (4.56361, -0.94070, -3.33380)  -0.311
C (5.69679, -2.23147, -1.72328)  -0.365
C (5.84567, -2.54378, -0.39015)  0.329
F (6.76130, -3.45310, -0.01473)  -0.311
C (5.05102, -1.96489, 0.58116)  0.307
F (5.20439, -2.36996, 1.85920)  -0.325
H (1.24481, 0.46628, 5.00216)  0.188
H (1.77754, -1.01298, 4.16047)  0.229
H (0.10200, -0.48335, 4.02037)  0.206
H (0.87762, 2.48516, 3.77209)  0.190
H (-0.38268, 1.63981, 2.85283)  0.206
H (0.92435, 2.45601, 1.98918)  0.226
H (3.13848, 1.37089, 4.02546)  0.193
H (3.06180, 1.90236, 2.32550)  0.216
H (3.77956, -0.91548, 3.22628)  0.179
H (4.83497, 0.26418, 2.46002)  0.209
H (6.30997, -2.69342, -2.48236)  0.245
C (-2.61355, 4.69090, -1.90557)  -0.254
O (-3.80670, 4.02889, -1.52691)  -0.489
C (-3.91776, 2.71097, -1.83437)  0.306
C (-2.92546, 1.96845, -2.46791)  -0.320
C (-3.12411, 0.61683, -2.71620)  -0.143
C (-4.31273, 0.00143, -2.34913)  -0.006
C (-5.32430, 0.76782, -1.77386)  -0.190
C (-5.12482, 2.10257, -1.49222)  -0.246
N (-4.65545, -1.35907, -2.65651)  -0.123
N (-3.85479, -2.29875, -2.54873)  -0.109
C (-2.56298, -2.12683, -1.95392)  -0.013
C (-1.47742, -2.60974, -2.64319)  -0.165
C (-0.16531, -2.45192, -2.18139)  -0.285
C (0.07561, -1.81954, -0.97434)  0.357
O (1.26954, -1.66064, -0.46702)  -0.681
C (-1.05298, -1.38686, -0.21578)  0.068
N (-0.76230, -0.83319, 1.00502)  -0.434
C (-1.75471, -0.54963, 1.81735)  0.057
C (-3.10036, -0.75959, 1.47529)  -0.255
C (-3.41083, -1.24582, 0.23820)  -0.137
C (-2.37366, -1.56742, -0.66506)  -0.009
H (-2.72631, 5.72236, -1.58470)  0.202
H (-2.47018, 4.66224, -2.98839)  0.180
H (-1.74188, 4.25123, -1.41389)  0.177
H (-1.99469, 2.42335, -2.77323)  0.226
H (-2.34109, 0.05781, -3.20983)  0.223
H (-6.26999, 0.28989, -1.54975)  0.227
H (-5.89783, 2.70190, -1.03003)  0.227
H (-1.65931, -3.09758, -3.59327)  0.229
H (0.67278, -2.82995, -2.75068)  0.231
H (-1.49926, -0.14872, 2.78706)  0.189
H (-3.87047, -0.52985, 2.19768)  0.228
H (-4.44186, -1.41176, -0.04246)  0.232

Calculated values
Max |F|: 0.161 eV Å⁻¹
Kohn-Sham gap: 6.83 eV
Net charge: 0
DFT total energy: -1947.55229 Ha

---

11 unconnected molecules or ions with the total composition C27H75O11 in a non-equilibrium geometry, computed with ωB97M-V/def2-TZVPD.

Each line ends with the Löwdin charge.
Atoms and positions in Å:
C (-16.37467, -21.75372, -17.70560)  -0.059
C (-16.49956, -21.04857, -19.11568)  -0.581
C (-15.10383, -20.73827, -19.69120)  -0.072
O (-17.40241, -21.65442, -20.00606)  -0.273
H (-17.33814, -21.98738, -17.25257)  0.052
H (-16.00976, -21.00162, -17.00611)  0.037
H (-15.81080, -22.68227, -17.79475)  0.056
H (-16.93955, -20.09761, -18.81539)  0.076
H (-15.26512, -20.04076, -20.51313)  0.063
H (-14.49953, -21.56666, -20.06091)  0.038
H (-14.38658, -20.32202, -18.98382)  0.047
C (-17.74945, -18.79017, -15.56760)  -0.061
C (-16.94151, -18.87622, -14.29856)  -0.472
C (-16.15125, -20.20873, -14.30817)  -0.065
O (-16.10667, -17.73148, -14.10921)  -0.062
H (-17.12713, -18.65343, -16.45198)  0.069
H (-18.60957, -18.12106, -15.54339)  0.081
H (-18.23792, -19.76244, -15.63235)  0.066
H (-17.63126, -18.94887, -13.45768)  0.131
H (-16.77315, -21.04365, -14.63102)  0.073
H (-15.83054, -20.47926, -13.30216)  0.069
H (-15.24976, -20.13072, -14.91589)  0.070
H (-15.54052, -17.71275, -14.88428)  0.020
C (-22.70144, -21.56185, -17.94957)  -0.067
C (-21.54598, -20.81223, -18.63429)  -0.479
C (-20.40565, -20.38762, -17.69793)  -0.055
O (-21.00939, -21.69929, -19.58197)  -0.059
H (-23.38981, -22.13026, -18.57500)  0.071
H (-23.34635, -20.78611, -17.53674)  0.060
H (-22.36524, -22.20518, -17.13643)  0.070
H (-21.97339, -19.95769, -19.15886)  0.128
H (-20.06014, -21.26794, -17.15593)  0.067
H (-20.75504, -19.64650, -16.97906)  0.068
H (-19.52340, -19.98476, -18.19536)  0.079
H (-20.54223, -22.33883, -19.03943)  0.020
C (-11.06243, -23.33262, -18.66772)  -0.048
C (-11.73454, -22.90377, -19.97353)  -0.510
C (-11.69400, -21.38696, -20.21261)  -0.047
O (-11.02244, -23.46557, -21.03603)  -0.042
H (-10.00982, -23.05004, -18.68358)  0.083
H (-11.04175, -24.42225, -18.64775)  0.063
H (-11.56985, -23.01377, -17.75725)  0.065
H (-12.75362, -23.27198, -19.85523)  0.114
H (-10.67712, -21.05188, -20.41698)  0.080
H (-12.08243, -20.75973, -19.41024)  0.069
H (-12.27543, -21.15804, -21.10572)  0.067
H (-10.98524, -24.40420, -20.83810)  0.084
C (-14.30187, -26.04696, -18.92940)  -0.051
C (-13.77234, -26.96358, -17.81673)  -0.519
C (-14.77425, -27.57713, -16.87489)  -0.051
O (-13.06760, -28.03405, -18.39553)  -0.040
H (-13.45618, -25.78757, -19.56629)  0.063
H (-14.69638, -25.08049, -18.61571)  0.069
H (-15.06542, -26.64078, -19.43187)  0.081
H (-13.09746, -26.31944, -17.25306)  0.117
H (-15.66486, -28.03376, -17.30664)  0.080
H (-15.16185, -26.86368, -16.14768)  0.076
H (-14.26233, -28.31499, -16.25715)  0.078
H (-12.16631, -27.70584, -18.43503)  0.086
C (-15.55589, -20.69260, -25.43567)  -0.064
C (-15.72326, -20.12969, -24.02732)  -0.495
C (-16.01624, -18.60445, -23.95744)  -0.041
O (-16.84301, -20.75904, -23.47350)  -0.044
H (-16.36189, -20.42707, -26.11975)  0.076
H (-15.54561, -21.78213, -25.40560)  0.061
H (-14.66531, -20.36152, -25.96984)  0.067
H (-14.87584, -20.34352, -23.37597)  0.114
H (-15.12246, -18.16513, -24.40046)  0.064
H (-16.03983, -18.26797, -22.92094)  0.060
H (-16.87271, -18.22399, -24.51404)  0.078
H (-16.68423, -21.65512, -23.16784)  0.058
C (-19.68059, -25.44371, -17.48813)  -0.071
C (-18.63874, -24.50438, -17.98097)  -0.455
C (-17.84350, -25.21157, -19.08278)  -0.052
O (-19.24638, -23.34401, -18.57087)  -0.087
H (-20.22968, -25.12943, -16.60053)  0.072
H (-19.19510, -26.39231, -17.25886)  0.076
H (-20.50799, -25.53894, -18.19129)  0.088
H (-17.99580, -24.20090, -17.15476)  0.125
H (-17.03681, -24.57630, -19.44855)  0.053
H (-18.35144, -25.49832, -20.00358)  0.093
H (-17.37679, -26.15229, -18.79065)  0.056
H (-18.58698, -22.82021, -19.03177)  0.034
C (-15.37807, -25.46615, -23.15159)  -0.053
C (-15.15471, -24.23863, -22.23117)  -0.437
C (-14.11549, -23.23158, -22.85582)  -0.034
O (-16.39807, -23.56484, -22.09539)  -0.063
H (-14.41406, -25.82642, -23.51074)  0.068
H (-16.08106, -25.27104, -23.96144)  0.077
H (-15.81765, -26.30893, -22.61813)  0.064
H (-14.80429, -24.64852, -21.28392)  0.100
H (-13.13322, -23.70284, -22.82167)  0.065
H (-14.12332, -22.24524, -22.39195)  0.049
H (-14.36480, -22.96699, -23.88341)  0.060
H (-16.43298, -23.07709, -21.26927)  0.038
C (-13.51911, -23.46950, -15.64132)  -0.158
O (-14.18909, -23.26074, -14.40389)  -0.131
H (-13.77021, -22.54713, -16.16505)  0.075
H (-12.47141, -23.74090, -15.51188)  0.071
H (-13.92081, -24.36265, -16.11989)  0.060
H (-13.79465, -22.49647, -13.97737)  0.066
C (-17.14306, -17.33101, -19.78981)  -0.153
O (-18.15509, -17.32156, -20.81767)  -0.115
H (-16.32004, -17.97732, -20.09481)  0.056
H (-16.83050, -16.29670, -19.64630)  0.069
H (-17.51385, -17.72788, -18.84477)  0.064
H (-17.99955, -16.56097, -21.38239)  0.061
C (-14.52485, -17.19525, -17.64234)  -0.128
O (-14.49662, -17.10142, -16.23882)  -0.128
H (-15.10804, -16.32611, -17.94661)  0.072
H (-13.53686, -17.04899, -18.07890)  0.084
H (-15.02711, -18.06680, -18.06216)  0.066
H (-14.02647, -16.34640, -15.87757)  0.098

Calculated values
Max |F|: 2.185 eV Å⁻¹
Kohn-Sham gap: 6.00 eV
Net charge: -1
DFT total energy: -1901.24648 Ha

---

2 unconnected molecules or ions with the total composition C4H8NO2 in a non-equilibrium geometry, computed with ωB97M-V/def2-TZVPD.

Each line ends with the natural charge from an NBO analysis.
Atoms and positions in Å:
C (-2.38518, -0.16224, 0.01214)  0.937
C (-2.43447, 1.14817, 0.02365)  -0.884
C (2.55747, -0.38264, 0.10304)  -0.650
C (1.14650, -0.95497, 0.02091)  -0.302
N (0.10930, -0.07559, -0.10844)  0.111
O (-2.45466, -1.28011, -0.05544)  -0.272
O (0.23152, 1.15676, -0.13846)  -0.289
H (-3.24618, 1.55882, -0.67406)  0.353
H (-2.51610, 1.39506, 1.02409)  0.323
H (-1.35802, 1.43116, -0.33178)  0.384
H (3.34033, -1.05321, -0.23392)  0.254
H (2.47916, 0.48836, -0.56977)  0.234
H (2.79696, -0.04117, 1.18089)  0.244
H (0.84315, -1.65240, 0.73192)  0.267
H (0.89021, -1.57601, -0.98476)  0.288

Calculated values
Max |F|: 5.012 eV Å⁻¹
Kohn-Sham gap: 9.32 eV
Net charge: +1
DFT total energy: -362.02620 Ha

---

What did we get for HOMO level? Answer: -7.21; -3.95; -14.38 eV, in the order shown.
What did we get for ΔE to the lowest compared entry with this formula, charge and spin? Answer: 0.0; 0.0; 491.7 kJ/mol, in the order shown.